42
Properties=species:S:1:pos:R:3:forces:R:3:lowdin_charge:R:1 method="wB97M-V/def2-TZVPD" gap_ev=4.637 max_force_ev_per_a=1.28 relative_energy_kj_mol=17.3 spin_multiplicity=1 lumo_ev=-6.197 total_charge=+1
C -1.424 -1.140 1.958 -0.2 -0.2 -0.1 -0.06
C -0.662 0.145 1.978 0.5 0.0 0.1 -0.33
C -1.428 1.428 1.983 -0.3 0.2 0.0 -0.06
C 0.678 0.147 1.979 -0.5 0.0 0.1 -0.32
C 1.441 1.432 1.979 0.3 0.2 0.0 -0.06
C 1.445 -1.136 1.971 0.3 -0.1 -0.1 -0.06
H -2.502 -0.975 1.982 0.0 0.0 0.0 0.07
H -1.204 -1.715 1.057 0.0 -0.1 0.0 0.09
H -1.171 -1.761 2.819 0.1 -0.2 0.0 0.06
H -2.506 1.259 1.985 0.0 0.0 0.0 0.07
H -1.192 2.024 2.866 0.1 0.2 0.0 0.07
H -1.196 2.029 1.102 0.0 0.1 0.0 0.09
H 2.520 1.268 1.976 -0.1 0.0 0.0 0.08
H 1.204 2.030 1.097 0.0 0.1 0.0 0.09
H 1.207 2.031 2.860 0.0 0.2 0.0 0.08
H 2.523 -0.967 1.966 -0.1 0.0 0.0 0.08
H 1.216 -1.738 2.852 0.0 -0.2 0.0 0.07
H 1.208 -1.731 1.089 0.0 -0.1 0.0 0.09
F -0.602 3.082 7.411 0.4 -1.2 -0.3 0.09
C -0.260 1.781 7.221 -0.4 -0.1 0.0 -0.22
C 0.929 1.286 7.733 0.1 0.5 0.2 0.06
C 1.263 -0.043 7.561 0.1 -0.1 0.0 -0.03
C 0.406 -0.893 6.908 -0.3 -0.4 -0.2 0.01
C -0.831 -0.441 6.396 0.3 0.3 0.1 -0.17
C -1.681 -1.396 5.780 -0.4 0.5 -0.1 0.14
C -2.982 -1.323 5.219 0.1 0.1 0.1 -0.19
C -3.521 -2.503 4.661 0.2 -0.1 0.1 0.00
C -4.772 -2.521 4.098 0.0 -0.4 -0.1 -0.03
C -5.534 -1.369 4.053 0.0 -0.2 -0.1 -0.01
C -5.039 -0.195 4.590 0.1 0.4 0.1 -0.03
C -3.796 -0.171 5.172 -0.1 0.2 0.1 0.02
C -1.109 0.932 6.548 -0.3 0.7 -0.1 0.08
H 1.581 1.958 8.260 0.2 0.2 0.1 0.14
H 2.200 -0.413 7.945 0.1 0.0 0.0 0.13
H 0.679 -1.927 6.781 0.0 -0.3 0.0 0.13
H -1.256 -2.385 5.749 0.2 -0.3 0.0 0.13
H -2.933 -3.405 4.686 0.1 -0.2 0.0 0.13
H -5.165 -3.441 3.699 0.0 -0.1 -0.1 0.12
H -6.518 -1.391 3.614 -0.2 0.0 -0.1 0.13
H -5.642 0.699 4.560 0.0 0.1 0.1 0.12
H -3.477 0.743 5.627 0.0 0.2 0.0 0.10
H -1.974 1.380 6.115 -0.3 0.2 -0.1 0.10

69
Properties=species:S:1:pos:R:3:forces:R:3:lowdin_charge:R:1 method="wB97M-V/def2-TZVPD" gap_ev=9.653 max_force_ev_per_a=4.25 spin_multiplicity=1 lumo_ev=0.149 total_charge=0
C 2.919 -0.688 1.872 -0.1 -0.6 0.1 -0.11
S 3.177 0.812 0.862 2.7 -0.5 -3.2 0.71
O 2.560 0.714 -0.475 -1.0 -0.2 2.2 -0.34
O 4.622 0.979 0.673 -1.4 0.1 1.6 -0.32
C 2.484 2.333 1.643 -1.3 1.1 -0.7 -0.31
O 3.450 3.220 2.234 -1.3 -0.7 1.4 -0.17
S 3.023 3.234 3.844 2.1 -1.3 0.1 0.71
O 3.592 4.369 4.502 -1.5 -0.5 -1.0 -0.20
O 3.441 1.922 4.306 -1.2 1.3 -0.3 -0.24
O 1.413 3.256 3.565 2.2 -0.1 0.4 -0.18
C 1.238 2.133 2.620 -0.7 1.2 0.2 -0.29
C -0.142 2.481 1.967 -0.1 -1.0 0.1 -0.17
C -0.749 1.330 1.095 -0.9 0.2 -0.4 -0.41
S -0.700 -0.315 1.968 -0.9 0.0 0.1 0.96
C -2.395 -0.908 1.799 0.3 0.6 0.3 -0.62
N -3.322 -1.213 2.711 1.9 0.7 -2.9 0.06
N -4.407 -1.562 1.944 -0.8 -0.5 -2.2 0.01
C -4.111 -1.473 0.651 0.6 0.4 2.2 -0.14
O -2.805 -1.043 0.490 -1.3 -0.5 1.3 -0.01
H 2.514 -0.467 2.891 0.4 -0.1 -0.9 0.07
H 2.253 -1.409 1.324 0.3 1.0 0.5 0.04
H 3.925 -1.182 1.940 -0.8 0.9 0.0 0.09
H 2.074 2.944 0.790 0.6 -1.1 0.4 0.16
H 1.240 1.241 3.291 0.0 0.4 -1.1 0.12
H -0.057 3.409 1.349 0.1 -0.8 0.4 0.13
H -0.859 2.706 2.797 0.7 -0.3 -0.6 0.14
H -0.266 1.248 0.089 -0.2 -0.1 1.0 0.09
H -1.838 1.596 0.920 1.8 -0.8 0.2 0.06
H -4.743 -1.670 -0.234 0.6 0.2 0.9 0.14
C 3.207 -3.406 -2.236 0.8 -0.3 0.0 -0.05
C 2.234 -2.506 -2.938 -0.1 -0.1 -0.5 -0.32
O 1.078 -2.589 -2.126 0.5 0.1 0.4 0.14
C 1.529 -2.838 -0.867 -0.3 0.0 0.5 -0.54
O 0.873 -2.703 0.117 0.1 -0.2 -0.2 0.13
O 2.825 -3.248 -0.870 -0.5 0.2 -0.1 0.08
F 1.931 -2.982 -4.174 -0.1 0.1 -0.1 0.07
H 3.096 -4.453 -2.527 -0.2 0.1 -0.1 0.15
H 4.242 -3.106 -2.393 -0.1 0.1 0.2 0.15
H 2.554 -1.465 -3.012 -0.1 0.0 -0.1 0.17
C -3.009 6.501 0.770 -0.4 0.6 0.4 -0.05
C -2.600 6.089 -0.614 0.5 0.3 -0.3 -0.31
O -2.076 4.788 -0.414 -0.6 -0.1 0.3 0.14
C -2.739 4.283 0.662 -0.2 -0.5 0.3 -0.51
O -2.754 3.128 0.955 -0.6 1.1 -0.1 0.14
O -3.384 5.254 1.355 0.3 -0.3 -0.4 0.09
F -1.617 6.886 -1.092 0.0 0.0 -0.1 0.08
H -2.185 6.936 1.338 0.1 -0.1 -0.2 0.15
H -3.843 7.201 0.768 -0.1 -0.2 0.1 0.14
H -3.421 6.046 -1.334 0.1 0.0 -0.1 0.18
C 0.202 -0.248 -6.598 0.3 -0.3 -0.6 -0.06
C 0.061 -0.384 -5.110 0.3 0.3 0.3 -0.32
O -0.933 0.571 -4.795 -0.1 -0.5 -0.5 0.14
C -1.722 0.667 -5.906 -0.7 0.5 -0.2 -0.54
O -2.798 1.165 -5.920 0.3 -0.1 0.0 0.18
O -1.119 0.113 -6.994 0.0 0.1 0.5 0.08
F 1.210 -0.042 -4.474 0.0 0.0 0.1 0.07
H 0.896 0.546 -6.881 0.0 0.0 0.2 0.15
H 0.515 -1.176 -7.074 -0.2 0.0 -0.1 0.14
H -0.263 -1.373 -4.777 0.1 0.0 0.1 0.17
C -1.713 -5.086 1.980 -0.5 0.4 -0.5 -0.06
C -0.498 -4.875 2.835 -0.1 0.2 0.6 -0.32
O -0.147 -6.190 3.221 -0.1 0.1 -0.7 0.14
C -0.571 -7.000 2.207 0.1 -0.8 -0.1 -0.54
O -0.217 -8.123 2.055 -0.1 0.3 0.1 0.18
O -1.446 -6.355 1.386 0.4 0.0 0.4 0.07
F -0.804 -4.162 3.947 0.2 0.1 0.0 0.08
H -2.633 -5.145 2.566 0.2 0.1 0.2 0.15
H -1.828 -4.313 1.221 0.1 -0.2 -0.1 0.14
H 0.341 -4.407 2.315 0.0 0.1 0.1 0.17

50
Properties=species:S:1:pos:R:3:forces:R:3:lowdin_charge:R:1 method="wB97M-V/def2-TZVPD" gap_ev=8.979 smiles="C[C@@](F)(C(=O)N[C@H]1CN(C(=O)C2CCSCC2)Cc2ccccc21)C(F)(F)F" max_force_ev_per_a=0.18 relative_energy_kj_mol=2.0 spin_multiplicity=1 lumo_ev=0.585 total_charge=0
C -1.599 0.533 0.135 0.0 0.0 0.0 0.03
C -0.269 0.208 0.768 -0.1 0.0 0.1 -0.33
F 0.127 1.253 1.599 0.0 0.0 0.0 0.05
C -0.336 -1.097 1.585 0.1 0.0 0.0 -0.42
O -0.916 -2.069 1.137 0.0 0.0 0.0 0.10
N 0.304 -1.062 2.764 0.2 0.0 -0.1 0.16
C 0.527 -2.263 3.569 -0.1 0.0 0.1 -0.21
C 1.333 -3.317 2.819 0.0 0.0 0.0 -0.09
N 2.687 -2.853 2.608 0.0 0.0 0.0 -0.02
C 3.391 -2.955 1.434 0.0 0.0 0.0 -0.41
O 4.583 -2.704 1.407 0.0 0.0 0.0 0.08
C 2.657 -3.429 0.188 0.0 0.0 0.0 -0.26
C 3.392 -2.952 -1.064 0.0 0.0 0.0 -0.21
C 2.663 -3.353 -2.339 0.0 0.0 0.0 -0.48
S 2.538 -5.146 -2.543 0.0 0.0 0.0 0.85
C 1.756 -5.507 -0.954 0.0 0.0 0.0 -0.48
C 2.553 -4.962 0.224 0.0 0.0 0.0 -0.20
C 3.452 -2.587 3.814 0.0 0.0 0.0 -0.08
C 2.618 -2.007 4.929 0.0 0.0 0.0 -0.14
C 3.258 -1.618 6.105 0.0 0.0 0.0 -0.03
C 2.543 -1.084 7.161 0.0 0.0 0.0 -0.08
C 1.164 -0.933 7.061 0.0 0.0 0.0 -0.08
C 0.521 -1.321 5.901 0.0 0.0 0.0 -0.03
C 1.239 -1.860 4.835 0.0 0.0 0.0 -0.14
C 0.851 0.098 -0.276 0.0 0.0 0.0 -0.57
F 0.993 1.247 -0.944 0.0 0.0 0.0 0.17
F 2.025 -0.180 0.309 0.0 0.0 0.0 0.17
F 0.590 -0.868 -1.163 0.0 0.0 0.0 0.17
H -1.923 -0.306 -0.476 0.0 0.0 0.0 0.10
H -2.334 0.696 0.922 0.0 0.0 0.0 0.11
H -1.515 1.431 -0.473 0.0 0.0 0.0 0.10
H 0.805 -0.223 3.011 0.0 0.0 0.0 0.15
H -0.449 -2.692 3.810 0.0 0.0 0.0 0.16
H 1.331 -4.234 3.422 0.0 0.0 0.0 0.15
H 0.846 -3.537 1.877 0.0 0.0 0.0 0.10
H 1.644 -3.012 0.169 0.0 0.0 0.0 0.12
H 3.490 -1.865 -1.031 0.0 0.0 0.0 0.11
H 4.402 -3.362 -1.065 0.0 0.0 0.0 0.12
H 1.659 -2.923 -2.366 0.0 0.0 0.0 0.07
H 3.199 -2.992 -3.217 0.0 0.0 0.0 0.07
H 0.742 -5.098 -0.948 0.0 0.0 0.0 0.08
H 1.675 -6.592 -0.897 0.0 0.0 0.0 0.07
H 3.562 -5.382 0.212 0.0 0.0 0.0 0.13
H 2.076 -5.289 1.153 0.0 0.0 0.0 0.11
H 3.933 -3.509 4.167 0.0 0.0 0.0 0.15
H 4.259 -1.903 3.555 0.0 0.0 0.0 0.13
H 4.333 -1.734 6.184 0.0 0.0 0.0 0.12
H 3.058 -0.784 8.064 0.0 0.0 0.0 0.10
H 0.599 -0.519 7.886 0.0 0.0 0.0 0.10
H -0.555 -1.215 5.812 0.0 0.0 0.0 0.12